Here is a molecular structure, C13H23K2N4O9S from the Open Molecules 2025 dataset. Energies are from the ωB97M-V functional and the def2-TZVPD basis.

Cartesian coordinates (Å):
K -1.830 3.173 -1.452
K -0.469 1.701 -3.489
C 0.076 1.230 -0.785
O -0.062 2.329 -1.614
H 0.513 1.570 0.154
H -0.845 0.716 -0.509
H 0.761 0.493 -1.204
C 1.587 -1.687 0.044
N 2.236 -1.057 1.246
O 1.957 0.124 1.515
O 3.127 -1.645 1.871
H 0.914 -0.986 -0.450
H 1.086 -2.523 0.531
H 2.286 -2.023 -0.723
C 3.122 0.649 -0.651
N 2.734 1.992 -0.349
O 2.943 2.864 -1.252
O 2.274 2.283 0.738
H 3.571 0.648 -1.645
H 2.262 -0.003 -0.496
H 3.842 0.530 0.158
C -4.976 0.176 1.090
C -4.095 1.124 1.855
O -2.812 1.023 1.308
S -2.715 0.214 -0.139
O -2.116 -1.102 0.022
O -2.120 1.174 -1.082
O -4.377 0.189 -0.180
H -6.019 0.493 1.096
H -4.909 -0.819 1.529
H -4.010 0.983 2.932
H -4.543 2.098 1.662
N 2.515 -0.739 -2.890
C 3.170 -1.921 -2.906
C 2.403 -2.930 -2.441
C 1.109 -2.376 -2.212
C 1.171 -1.054 -2.581
H 2.839 0.206 -3.039
H 4.196 -2.007 -3.230
H 2.603 -3.991 -2.412
H 0.188 -2.846 -1.899
H 0.467 -0.240 -2.673
N -1.127 0.952 3.309
C -0.370 1.155 2.206
C -0.526 0.043 1.396
C -1.309 -0.916 2.073
C -1.692 -0.315 3.224
H -1.257 1.671 4.006
H 0.151 2.098 2.138
H -0.032 -0.100 0.446
H -1.590 -1.902 1.735
H -2.303 -0.717 4.019

Net charge: +1
Calculated total energy in eV: -81702.4839
E_HOMO in eV: -10.19
Strongest force on any atom in eV Å⁻¹: 8.959